--- i ---
Below is an isolated molecule of C2H7N5O, with properties calculated with the ωB97M-V functional and the def2-TZVPD basis.

## Properties
- Charge: 0
- SMILES: [H]/N=C/N=C(/NN)NO
- HOMO-LUMO gap: 9.816 eV

CARTESIAN COORDINATES (ANGSTROEM)
C  0.32554  0.01314  -0.18882
C  -1.82001  -0.93170  -0.04971
H  1.67747  -1.64382  0.83859
H  2.25162  -1.75929  -0.66534
H  2.04292  0.78743  0.33458
H  -1.15216  1.37049  0.06554
H  1.03186  2.70266  -0.50605
H  -2.33776  -1.86643  -0.05633
H  -3.51392  0.00556  0.22285
N  2.29285  -1.21546  0.16505
N  1.69083  -0.03767  -0.20471
N  -0.19001  1.25828  -0.25586
N  -0.42118  -1.05496  -0.01149
N  -2.48228  0.15321  0.07454
O  0.60423  2.21856  0.23715

Results of the natural (NBO) charge analysis, in e, for atoms 1 through 4: C 0.578; C 0.293; H 0.354; H 0.352

--- ii ---
Below is a structure of composition C2H7N5O, with properties calculated with the ωB97M-V functional and the def2-TZVPD basis.

## Properties
- Charge: 0
- HOMO-LUMO gap: 7.373 eV

CARTESIAN COORDINATES (ANGSTROEM)
C  -0.32021  0.38751  -0.22501
C  1.31552  -1.32928  -0.02874
H  -2.39561  -1.58202  -0.27952
H  -3.00914  -0.68551  1.51321
H  -2.05664  1.84952  -1.11113
H  0.21862  2.31091  -0.96535
H  2.04251  0.90293  0.76763
H  1.56632  -2.35732  0.57976
H  3.05985  -1.44292  -0.14838
N  -2.94405  -0.34508  0.19418
N  -1.61550  0.45510  -0.31228
N  0.44610  1.50501  -0.50316
N  0.07157  -0.86284  0.14983
N  2.30517  -0.59169  -0.42764
O  1.31551  1.78567  0.79658

Results of the natural (NBO) charge analysis, in e, for atoms 1 through 4: C 0.561; C 0.272; H 0.395; H 0.386

Which of them is the most stable? Correct choice: i.

--- i ---
Below is a structure of composition C22H28N5O3ReS, with properties calculated with the ωB97M-V functional and the def2-TZVPD basis.

## Properties
- Charge: +3
- Multiplicity: 2
- HOMO-LUMO gap (alpha / beta): 5.159 / 6.383 eV

CARTESIAN COORDINATES (ANGSTROEM)
Re  0.60100  -0.25600  0.11120
C  -3.52240  3.43130  0.10090
N  -2.96430  2.15710  -0.28910
C  -3.92130  1.25990  -0.91140
C  -1.71370  1.77290  -0.13530
O  -1.34360  0.61620  -0.43290
C  -0.66320  2.74870  0.42230
O  0.60070  2.08940  0.56320
C  1.70100  2.63860  -0.15850
C  1.83820  1.94950  -1.52210
O  1.44660  0.75130  -1.59660
N  2.34950  2.57950  -2.55540
C  2.38600  1.93020  -3.85180
C  2.84380  3.94120  -2.53390
H  -3.89710  3.95300  -0.78030
H  -2.81310  4.07030  0.61540
H  -4.37090  3.25000  0.76280
H  -4.34880  1.72710  -1.79670
H  -4.73140  1.04310  -0.21650
H  -3.42770  0.33750  -1.20640
H  -0.95520  3.10280  1.42010
H  -0.58570  3.60840  -0.25190
H  2.59070  2.38590  0.43520
H  1.60620  3.72310  -0.23050
H  2.07160  0.89540  -3.75100
H  3.39050  1.95890  -4.26650
H  1.71390  2.44830  -4.53640
H  3.22210  4.22210  -1.55510
H  2.06520  4.64100  -2.84570
H  3.65870  4.02710  -3.25140
S  3.76610  -1.36400  3.19690
C  4.58510  -1.17330  1.70790
C  3.74810  -0.87840  0.65670
C  2.39080  -0.80120  1.02500
C  2.26130  -1.05190  2.40980
C  0.95330  -1.03190  2.97910
C  0.65320  -1.21540  4.33420
C  -0.65920  -1.14240  4.75510
C  -1.65470  -0.90560  3.80640
C  -1.29920  -0.74690  2.48170
N  -0.03030  -0.79690  2.05370
H  5.65390  -1.28550  1.67930
H  4.10680  -0.74430  -0.34940
H  1.45890  -1.40530  5.02660
H  -0.91260  -1.25960  5.79750
H  -2.69300  -0.85210  4.09770
H  -2.05880  -0.59010  1.72650
N  -0.32940  -5.39200  -3.25200
C  -0.07690  -4.35380  -2.47410
C  -0.79490  -4.11100  -1.27460
C  -0.53180  -2.99630  -0.52730
N  0.41110  -2.08050  -0.85740
C  1.12630  -2.31870  -1.98430
C  0.92550  -3.39980  -2.79280
H  -1.06350  -6.05080  -3.03430
H  0.20520  -5.55490  -4.09290
H  -1.54640  -4.81730  -0.95270
H  -1.08470  -2.82360  0.38900
H  1.89100  -1.59410  -2.23680
H  1.52690  -3.52670  -3.67930

Results of the natural (NBO) charge analysis, in e, for atoms 1 through 4: Re 1.536; C -0.424; N -0.336; C -0.431

--- ii ---
Below is a structure of composition C22H28N5O3ReS, with properties calculated with the ωB97M-V functional and the def2-TZVPD basis.

## Properties
- Charge: +3
- Multiplicity: 2
- HOMO-LUMO gap (alpha / beta): 5.772 / 6.326 eV

CARTESIAN COORDINATES (ANGSTROEM)
Re  0.32102  -0.37969  0.32801
C  -3.66116  3.43437  0.27551
N  -3.19264  2.09885  -0.09257
C  -4.20894  1.24801  -0.71954
C  -1.96835  1.66479  0.08706
O  -1.59705  0.49948  -0.21332
C  -0.92222  2.59809  0.67449
O  0.32938  1.90343  0.78673
C  1.43585  2.47608  0.06566
C  1.53368  1.81835  -1.30509
O  1.12730  0.62140  -1.38077
N  2.04877  2.45896  -2.32504
C  2.09606  1.84038  -3.65378
C  2.56333  3.83049  -2.25146
H  -3.98353  3.96970  -0.61730
H  -2.89907  4.01957  0.78124
H  -4.51931  3.33605  0.93956
H  -4.59268  1.74274  -1.61116
H  -5.03642  1.09694  -0.02692
H  -3.78184  0.29284  -0.99972
H  -1.20843  2.92885  1.67293
H  -0.81450  3.47117  0.02966
H  2.33331  2.22128  0.63381
H  1.33313  3.55650  0.02301
H  1.76456  0.81071  -3.59989
H  3.11339  1.87414  -4.03896
H  1.44770  2.39521  -4.33227
H  2.93713  4.07236  -1.26096
H  1.79751  4.54903  -2.54773
H  3.39121  3.92260  -2.94978
S  3.48138  -1.44409  3.32129
C  4.32098  -1.12724  1.85211
C  3.49437  -0.78818  0.82862
C  2.11822  -0.80831  1.20637
C  1.98547  -1.13456  2.57609
C  0.66469  -1.19147  3.16391
C  0.37459  -1.44769  4.49679
C  -0.94444  -1.44401  4.91890
C  -1.94925  -1.18845  3.99120
C  -1.59918  -0.94106  2.68011
N  -0.32334  -0.94133  2.25889
H  5.39723  -1.21743  1.82802
H  3.85601  -0.57738  -0.16819
H  1.18567  -1.64225  5.18594
H  -1.19106  -1.63342  5.95519
H  -2.98984  -1.18624  4.28235
H  -2.35639  -0.75957  1.92759
N  -0.54270  -5.59337  -2.85392
C  -0.32733  -4.50670  -2.13457
C  -1.04914  -4.24459  -0.93764
C  -0.80839  -3.10886  -0.23678
N  0.11468  -2.17873  -0.61996
C  0.82357  -2.42616  -1.76127
C  0.64385  -3.53866  -2.51501
H  -1.23686  -6.27422  -2.58768
H  -0.01277  -5.78041  -3.69096
H  -1.77982  -4.95565  -0.57701
H  -1.34522  -2.91655  0.68198
H  1.56286  -1.68965  -2.04194
H  1.24494  -3.68639  -3.40182

Results of the natural (NBO) charge analysis, in e, for atoms 1 through 4: Re 1.548; C -0.422; N -0.331; C -0.428

Which of them is the most stable? Correct choice: ii.

--- i ---
Below is a cluster of 2 separate species, C4H6N2O2 in total, with properties calculated with the ωB97M-V functional and the def2-TZVPD basis.

## Properties
- Charge: 0
- HOMO-LUMO gap: 7.509 eV

CARTESIAN COORDINATES (ANGSTROEM)
C  1.34559  1.65896  -0.84600
C  3.85162  -0.92161  0.36263
C  0.69510  0.36424  1.20757
C  1.06313  0.38785  -0.29091
N  1.72273  2.65414  -1.30188
N  -0.16864  -0.16518  -1.01867
O  3.76340  -1.40643  -0.67751
O  4.01306  -0.44042  1.41138
H  0.37261  -0.63936  1.41174
H  -0.00054  1.18236  1.61966
H  1.62615  0.49820  1.77344
H  -1.01606  0.28432  -0.51006
H  -0.03568  -1.11636  -0.79013
H  -0.34206  0.00298  -2.12027

Results of the natural (NBO) charge analysis, in e, for atoms 1 through 4: C 0.200; C 1.041; C -0.660; C -0.340

--- ii ---
Below is an isolated molecule of C4H6N2O2, with properties calculated with the ωB97M-V functional and the def2-TZVPD basis.

## Properties
- Charge: 0
- SMILES: C1=N\O/C=N\OCC/1
- HOMO-LUMO gap: 9.401 eV

CARTESIAN COORDINATES (ANGSTROEM)
C  -0.63157  -0.85077  1.03794
C  0.41627  -1.49552  0.37764
C  0.87166  -1.26943  -0.97683
C  -0.45608  1.31712  -0.73676
H  -1.70557  -1.10071  0.57646
H  -0.69037  -1.22019  2.16914
H  0.32208  -2.59826  0.41542
H  1.23414  -1.14912  1.09611
H  0.95080  -2.10695  -1.62474
H  -0.84231  1.82472  -1.79119
N  1.20234  0.00970  -1.26567
N  -1.28463  1.25514  0.16838
O  0.80551  0.81956  -0.11188
O  -0.79231  0.59147  1.19036

Results of the natural (NBO) charge analysis, in e, for atoms 1 through 4: C -0.070; C -0.559; C 0.073; C 0.288

--- iii ---
Below is a structure of composition C4H6N2O2, with properties calculated with the ωB97M-V functional and the def2-TZVPD basis.

## Properties
- Charge: 0
- HOMO-LUMO gap: 8.744 eV

CARTESIAN COORDINATES (ANGSTROEM)
C  -1.11666  -0.77229  -0.16639
C  -0.61706  0.41828  0.09673
C  -3.04442  -0.15893  0.02947
C  0.80938  0.93131  0.05290
N  -1.48973  1.48935  0.17130
N  -0.78165  -2.06949  -0.59236
O  -4.04612  -0.73890  -0.24225
O  -2.83753  1.09378  0.39189
H  1.21692  1.08921  -0.90544
H  1.52732  0.10547  0.60436
H  0.85501  1.83208  0.74677
H  -1.28518  2.15426  0.91388
H  -1.32827  -2.86263  -0.12858
H  0.16649  -2.34692  -0.55823

Results of the natural (NBO) charge analysis, in e, for atoms 1 through 4: C 0.086; C -0.027; C 0.793; C -0.625

Which of them is the most stable? Correct choice: i.

--- i ---
Below is an isolated molecule of C4H6N2O2, with properties calculated with the ωB97M-V functional and the def2-TZVPD basis.

## Properties
- Charge: 0
- SMILES: CCn1ncc(=O)o1
- HOMO-LUMO gap: 9.747 eV

CARTESIAN COORDINATES (ANGSTROEM)
C  0.72000  1.68053  1.36737
C  0.51333  1.05189  -0.05815
C  -1.16246  -1.94168  -0.19980
C  -0.56977  -1.89704  -1.58798
H  0.71875  2.76281  1.27938
H  -0.13949  1.41141  1.92524
H  1.64922  1.35720  1.89972
H  -0.37531  1.52324  -0.67855
H  1.43907  1.28933  -0.61544
H  -1.93833  -2.48221  0.27846
N  0.30998  -0.38758  -0.13989
N  -0.62884  -0.99071  0.52828
O  -0.87223  -2.57231  -2.54416
O  0.33608  -0.80488  -1.45447

Results of the natural (NBO) charge analysis, in e, for atoms 1 through 4: C -0.614; C -0.231; C -0.177; C 0.699

--- ii ---
Below is a structure of composition C4H6N2O2, with properties calculated with the ωB97M-V functional and the def2-TZVPD basis.

## Properties
- Charge: 0
- HOMO-LUMO gap: 10.498 eV

CARTESIAN COORDINATES (ANGSTROEM)
C  0.55860  1.49907  0.66215
C  -0.19497  -0.27310  -0.55968
C  -1.22131  -1.36813  -0.04908
C  -0.46188  0.28654  0.70380
H  1.98993  1.89233  -0.77621
H  1.68583  -1.05463  -0.60236
H  -0.84529  0.11602  -1.33067
H  -0.94730  -2.23035  0.73873
H  -1.88984  -1.76576  -0.80717
H  -0.23095  -0.37075  1.67395
N  1.66715  0.94492  -0.21062
N  1.21133  -0.18897  -1.05783
O  0.50871  2.72138  0.92127
O  -1.83003  -0.20858  0.69373

Results of the natural (NBO) charge analysis, in e, for atoms 1 through 4: C 0.657; C -0.137; C -0.074; C -0.035

Which of them is the most stable? Correct choice: i.

--- i ---
Below is an isolated molecule of C4H6N2O2, with properties calculated with the ωB97M-V functional and the def2-TZVPD basis.

## Properties
- Charge: 0
- SMILES: C[C@@](O)(C#N)C(N)=O
- HOMO-LUMO gap: 11.324 eV

CARTESIAN COORDINATES (ANGSTROEM)
C  -1.60512  1.13401  0.53001
C  0.87134  1.00187  0.37769
C  -0.57886  -0.60513  -0.77674
C  -0.44726  0.93908  -0.37569
N  -2.53902  1.36925  1.14835
N  0.97726  0.55168  1.60970
O  1.84480  1.47766  -0.19545
O  -0.57843  1.72313  -1.48434
H  0.15408  -0.96657  -1.64598
H  -0.42619  -1.22830  0.06138
H  -1.54238  -0.79995  -1.22410
H  0.32409  0.33282  2.45823
H  1.97135  0.75669  1.87827
H  0.16096  2.30286  -1.41335

Results of the natural (NBO) charge analysis, in e, for atoms 1 through 4: C 0.244; C 0.649; C -0.600; C 0.077

--- ii ---
Below is an isolated molecule of C4H6N2O2, with properties calculated with the ωB97M-V functional and the def2-TZVPD basis.

## Properties
- Charge: 0
- SMILES: [H]/N=C1\NO[C@@H]2C[C@@]12O
- HOMO-LUMO gap: 9.839 eV

CARTESIAN COORDINATES (ANGSTROEM)
C  -0.35404  -0.80251  -0.29109
C  -1.79252  -0.52675  -0.58272
C  -0.92119  0.68155  -0.56098
C  1.10492  -0.19816  -0.29179
H  -0.28436  -1.93055  1.35685
H  -2.56227  -0.79916  0.20135
H  -2.26798  -0.71981  -1.62442
H  -0.82391  1.12245  -1.60631
H  1.47436  1.27278  1.18607
H  2.96016  -0.01614  -0.42907
N  0.88309  1.11941  0.29369
N  2.20468  -0.74693  -0.52206
O  -0.46995  -0.97264  1.18555
O  -0.57173  1.41492  0.42364

Results of the natural (NBO) charge analysis, in e, for atoms 1 through 4: C 0.059; C -0.386; C 0.069; C 0.443

Which of them is the most stable? Correct choice: i.